Computed, not measured: a structure of composition C9H14N3O3, with wB97M-V/def2-TZVPD.

Properties
E_LUMO = -0.095 Eh
HOMO level = -0.4888 Ha
total energy = -20163.927 eV
energy above the lowest of the compared OMol25 structures with the same formula, charge and spin = 0.584 eV
net charge = +1

Atoms and positions in Å:
C 3.098 1.335 -0.340
C 3.600 0.074 -0.425
C 1.551 -0.094 0.319
C -0.125 -2.802 0.697
C -1.429 1.848 -0.973
C -0.521 -2.307 -0.696
C -2.554 1.065 -0.413
C -0.764 0.796 1.011
C -0.019 -0.508 0.598
N 1.808 1.215 0.136
N -0.290 -1.549 1.515
N -0.570 2.016 0.192
O 2.610 -0.840 -0.040
O -2.119 0.537 0.939
O -0.346 -0.913 -0.684
H 3.454 2.271 -0.824
H 4.487 -0.365 -0.747
H -0.816 -3.507 1.143
H 0.875 -3.110 0.676
H -0.860 1.292 -1.710
H -1.820 2.734 -1.430
H 0.164 -2.884 -1.473
H -1.561 -2.537 -0.979
H -3.488 1.715 -0.259
H -2.786 0.124 -1.007
H -0.498 1.062 2.138
H -1.192 -1.504 1.951
H 0.727 1.852 0.066
H -0.617 2.985 0.617

Atoms 1-3, force components in eV/Å:
0.4 -0.4 -1.2
-2.0 0.8 0.4
-0.2 1.6 0.3



Computed, not measured: the molecule C40H37N9O5, with wB97M-V/def2-TZVPD.

Properties
E_LUMO = -0.075 Eh
HOMO level = -0.2681 Ha
total energy = -65720.124 eV
energy above the lowest of the compared OMol25 structures with the same formula, charge and spin = 0.000 eV
net charge = 0

Atoms and positions in Å:
C -1.758 -5.002 2.462
C -1.858 -3.749 1.636
C -2.229 -2.527 2.210
C -2.145 -1.334 1.481
C -2.639 -0.046 2.059
C -1.625 -1.400 0.181
N -1.196 -0.208 -0.478
C -0.444 0.799 0.124
C 0.591 0.629 1.134
C 1.740 -0.558 1.221
C 1.559 -1.115 2.630
C 3.131 0.093 1.053
C 3.247 1.018 0.027
C 4.475 1.593 -0.299
C 5.611 1.201 0.411
C 5.487 0.309 1.485
C 4.251 -0.269 1.799
O 0.654 1.447 2.065
N -0.920 1.977 -0.337
C -1.011 3.310 0.213
C 0.122 4.141 0.400
C 1.510 3.708 0.085
C -0.049 5.449 0.870
C -1.317 5.990 1.085
C -1.499 7.410 1.540
C -2.425 5.172 0.870
C -2.303 3.850 0.431
C -3.582 3.111 0.217
N -1.791 1.724 -1.410
C -1.987 0.433 -1.432
C -2.934 -0.230 -2.320
C -2.909 0.158 -3.678
C -3.625 -0.580 -4.615
C -4.434 -1.648 -4.197
C -4.590 -1.921 -2.829
C -3.894 -1.174 -1.884
C -1.409 -2.624 -0.481
C -0.942 -2.649 -1.902
C -1.514 -3.798 0.277
H -0.715 -5.352 2.499
H -2.094 -4.818 3.489
H -2.369 -5.803 2.026
H -2.558 -2.506 3.256
H -3.370 0.438 1.397
H -3.151 -0.245 3.007
H -1.817 0.650 2.272
H 1.636 -0.274 3.340
H 0.577 -1.592 2.726
H 2.331 -1.856 2.844
H 2.343 1.321 -0.494
H 4.498 2.339 -1.094
H 6.582 1.629 0.155
H 6.365 0.058 2.082
H 4.177 -0.989 2.620
H 2.180 4.574 0.102
H 1.873 3.014 0.847
H 1.589 3.242 -0.902
H 0.833 6.071 1.043
H -2.468 7.798 1.207
H -1.473 7.493 2.634
H -0.710 8.055 1.140
H -3.426 5.579 1.027
H -4.398 3.825 0.379
H -3.673 2.731 -0.806
H -3.728 2.289 0.928
H -2.298 1.015 -3.967
H -3.548 -0.331 -5.675
H -4.951 -2.263 -4.936
H -5.252 -2.729 -2.507
H -4.082 -1.310 -0.815
H -0.182 -3.434 -2.037
H -1.765 -2.830 -2.605
H -0.484 -1.687 -2.147
H -1.268 -4.761 -0.181
O 5.420 -2.366 -3.319
N 5.016 -3.051 -2.366
O 5.518 -4.160 -2.063
C 3.932 -2.600 -1.516
C 3.680 -3.143 -0.251
C 2.533 -2.828 0.444
N 2.009 -3.862 1.301
O 2.649 -4.932 1.405
O 0.936 -3.667 1.922
C 1.645 -1.598 0.231
N 2.012 -1.172 -1.164
N 1.324 -0.208 -1.830
N 1.883 -0.093 -3.002
N 2.908 -0.941 -3.142
C 3.020 -1.605 -1.976
H 4.363 -3.873 0.175
H 0.600 -1.930 0.194

Atoms 1-3, force components in eV/Å:
-0.1 -0.2 0.1
0.1 0.1 -0.1
0.0 -0.2 -0.4